{
  "formula": "C2HLiO2Tl",
  "method": "the ωB97M-V functional and the def2-TZVPD basis",
  "max_force_ha_per_bohr": 0.217,
  "charge": 3,
  "e_tot_ha": -405.7593,
  "spin_multiplicity": 1,
  "homo_lumo_gap_ev": [4.558, 5.419],
  "homo_ev": [-25.00, -25.00],
  "species": ["O", "C", "Tl", "Li", "H", "C", "O"],
  "xyz": [[-1.27112, -0.18119, -0.07617], [-0.95025, -0.29684, -1.31048], [-2.79451, 0.00666, 1.00132], [0.70006, -0.22194, -0.21596], [-1.85970, -0.36621, -1.95528], [2.62301, 0.39842, 0.99186], [3.55250, 0.66110, 1.56471]],
  "atomic_forces_ev_per_a": [[8.08, -0.96, -7.65], [-4.83, 0.22, 3.22], [-7.21, 0.85, 5.17], [3.40, 0.14, 1.16], [0.92, -0.12, -1.70], [0.90, 0.24, 0.61], [-1.26, -0.36, -0.82]]
}

{
  "formula": "C3H6INS",
  "method": "the ωB97M-V functional and the def2-TZVPD basis",
  "max_force_ha_per_bohr": 0.058,
  "charge": 0,
  "e_tot_ha": -868.3829,
  "spin_multiplicity": 1,
  "homo_lumo_gap_ev": [7.004, 7.266],
  "homo_ev": [-8.69, -8.58],
  "species": ["C", "C", "C", "N", "S", "I", "H", "H", "H", "H", "H", "H"],
  "xyz": [[1.79817, -0.47958, -0.05004], [-0.24856, 0.87855, -0.80817], [0.44368, -0.32536, -0.19624], [-0.43464, -0.87595, 2.01390], [2.54676, -1.83245, 0.60107], [-0.70340, 0.68365, 3.03404], [2.43401, 0.21943, -0.43406], [-1.05787, 1.38502, -0.22347], [0.53105, 1.61009, -1.01896], [-0.69731, 0.59231, -1.70835], [-0.13842, -1.16911, 0.17490], [0.36612, -1.34642, 2.46427]],
  "atomic_forces_ev_per_a": [[-1.14, -1.61, 0.50], [1.11, 0.31, 1.72], [-0.87, -0.21, 0.22], [0.19, -2.34, -0.09], [-0.14, -0.12, 0.11], [-0.50, 2.49, 1.57], [1.57, 2.18, -0.95], [0.77, -0.73, 0.00], [-0.18, 0.24, -0.12], [-0.71, -0.50, -1.55], [-0.04, 0.28, -0.93], [-0.07, 0.02, -0.49]]
}

{
  "formula": "C9H14",
  "method": "the ωB97M-V functional and the def2-TZVPD basis",
  "max_force_ha_per_bohr": 0.022,
  "charge": 0,
  "e_tot_ha": -351.3234,
  "smiles": "Cc1ccccc1.CC",
  "spin_multiplicity": 1,
  "homo_lumo_gap_ev": 10.190,
  "homo_ev": -9.14,
  "species": ["C", "C", "C", "C", "C", "C", "C", "H", "H", "H", "H", "H", "H", "H", "H", "C", "C", "H", "H", "H", "H", "H", "H"],
  "xyz": [[-1.15521, -0.41840, 2.32203], [-0.84920, -0.91512, 0.93089], [0.26505, -1.69108, 0.66460], [0.53658, -2.16031, -0.62290], [-0.30998, -1.84976, -1.66411], [-1.44045, -1.08183, -1.39099], [-1.71194, -0.61670, -0.11638], [-1.88568, 0.39625, 2.28981], [-0.27435, -0.01316, 2.81288], [-1.59751, -1.17713, 2.96533], [1.00269, -1.89863, 1.42590], [1.45641, -2.71579, -0.76576], [-0.17732, -2.18058, -2.68405], [-2.20049, -0.86750, -2.13816], [-2.62943, -0.06734, 0.04799], [0.73801, 2.53026, -0.77837], [1.97241, 1.81925, -0.22056], [-0.08299, 1.82418, -0.85777], [0.51594, 3.38689, -0.16720], [0.88367, 2.81588, -1.82110], [2.02948, 0.76844, -0.51620], [2.89836, 2.26002, -0.59351], [2.01596, 1.85215, 0.87764]],
  "atomic_forces_ev_per_a": [[-0.25, 0.45, -0.06], [-0.30, 0.15, 0.53], [0.41, -0.04, -0.53], [0.36, 0.20, 0.46], [-0.78, 0.30, -0.23], [-0.48, -0.02, -0.01], [0.14, -0.36, -0.17], [0.08, -0.07, -0.11], [0.18, -0.12, 0.08], [0.14, -0.23, -0.02], [-0.11, -0.04, 0.29], [-0.13, -0.09, -0.18], [0.33, -0.17, 0.04], [0.38, -0.07, -0.23], [0.06, 0.14, 0.15], [0.50, -0.90, -0.52], [0.40, -0.19, 0.05], [-0.39, 0.11, 0.54], [-0.43, 0.37, 0.02], [0.23, 0.36, 0.09], [-0.22, 0.04, 0.02], [-0.01, 0.20, 0.11], [-0.11, -0.02, -0.29]]
}